# 1
Computed, not measured: C32H26BF16N4O2Ta as an isolated structure, with ωB97M-V/def2-TZVPD.

Summary:
Multiplicity: 1
Energy relative to the best compared isomer or geometry (same formula, charge and spin), kcal/mol: 0.2
Frontier orbital gap, eV: 7.38
HOMO, eV: -8.745
Total charge: 0
F_max, eV/Å: 0.31

Geometry (Å):
1 Ta -0.604 0.071 0.111
2 C -0.810 2.928 -4.948
3 C -1.076 1.620 -4.194
4 C -1.768 0.607 -5.100
5 C -1.837 1.915 -2.922
6 C -3.222 1.894 -2.844
7 C -3.886 2.255 -1.678
8 C -3.195 2.649 -0.541
9 C -3.916 2.973 0.735
10 C -1.802 2.686 -0.613
11 C -1.132 2.313 -1.783
12 H -0.214 2.741 -5.842
13 H -0.275 3.645 -4.324
14 H -1.753 3.387 -5.256
15 H -0.109 1.206 -3.896
16 H -2.672 1.027 -5.546
17 H -2.041 -0.298 -4.558
18 H -1.104 0.327 -5.919
19 H -3.804 1.586 -3.704
20 H -4.969 2.213 -1.652
21 H -3.264 3.481 1.445
22 H -4.279 2.055 1.205
23 H -4.784 3.606 0.552
24 H -1.240 3.066 0.231
25 H -0.053 2.415 -1.834
26 C 3.659 -5.727 -0.575
27 C 2.951 -4.463 -0.176
28 C 3.065 -3.925 1.096
29 C 2.354 -2.799 1.460
30 C 1.490 -2.142 0.579
31 N 0.745 -1.020 1.039
32 C 1.044 -0.474 2.332
33 C 0.724 -1.206 3.470
34 C 1.005 -0.716 4.730
35 C 1.604 0.528 4.887
36 C 1.905 1.085 6.251
37 C 1.865 1.281 3.749
38 C 1.564 0.818 2.472
39 C 1.694 1.721 1.240
40 O 0.677 1.488 0.310
41 C 1.513 3.230 1.583
42 F 1.382 3.951 0.468
43 F 2.527 3.754 2.278
44 F 0.389 3.391 2.296
45 C 3.059 1.489 0.544
46 F 4.068 1.764 1.379
47 F 3.177 0.213 0.170
48 F 3.198 2.247 -0.546
49 C 1.437 -2.629 -0.741
50 C 2.147 -3.781 -1.073
51 C 0.672 -1.948 -1.872
52 O -0.049 -0.854 -1.426
53 C 1.642 -1.374 -2.949
54 F 0.956 -0.948 -4.019
55 F 2.549 -2.250 -3.375
56 F 2.291 -0.323 -2.439
57 C -0.350 -2.923 -2.536
58 F 0.249 -3.747 -3.411
59 F -0.947 -3.668 -1.609
60 F -1.292 -2.251 -3.194
61 H 4.519 -5.915 0.067
62 H 2.992 -6.588 -0.497
63 H 4.009 -5.675 -1.606
64 H 3.716 -4.390 1.827
65 H 2.488 -2.416 2.459
66 H 0.258 -2.175 3.345
67 H 0.753 -1.307 5.602
68 H 1.942 0.295 6.999
69 H 2.860 1.610 6.260
70 H 1.134 1.796 6.554
71 H 2.294 2.263 3.880
72 H 2.078 -4.164 -2.080
73 N -1.603 0.600 1.814
74 C -2.230 0.810 2.799
75 N -2.784 1.152 3.849
76 C -3.854 0.626 4.431
77 N -4.774 0.232 5.003
78 F -1.811 -1.835 0.560
79 B -3.092 -1.461 -0.028
80 F -3.493 -2.320 -0.973
81 F -3.988 -1.107 0.914
82 F -2.572 -0.186 -0.698

These are the Mulliken partial charges, in e, on atoms 1 to 2:
1. Ta -0.472
2. C -1.619

# 2
Computed, not measured: C32H26Br2N5O3OsS2 as an isolated structure at a distorted geometry, with ωB97M-V/def2-TZVPD.

Summary:
Multiplicity: 1
Frontier orbital gap (spin up / spin down), eV: 5.51 / 5.49
HOMO (spin up / spin down), eV: -10.144 / -10.123
Total charge: +1
F_max, eV/Å: 2.26

Geometry (Å):
1 Os -0.969 1.269 0.573
2 O -1.749 0.747 4.916
3 C -0.465 0.537 5.294
4 C -0.250 0.215 6.633
5 C 1.029 -0.020 7.092
6 C 2.120 0.060 6.227
7 C 1.909 0.386 4.907
8 C 0.621 0.631 4.414
9 C 0.449 1.004 3.001
10 O -0.790 1.152 2.555
11 N 1.473 1.178 2.242
12 N 1.122 1.619 0.945
13 C 2.217 1.925 0.318
14 S 2.232 2.968 -1.071
15 C 3.949 2.655 -1.576
16 C 4.716 1.829 -0.534
17 S 3.777 1.533 0.994
18 H -1.719 0.998 3.977
19 H -1.106 0.162 7.290
20 H 1.182 -0.265 8.135
21 H 3.120 -0.124 6.590
22 H 2.739 0.462 4.218
23 H 4.403 3.630 -1.736
24 H 3.924 2.127 -2.527
25 H 5.641 2.326 -0.249
26 H 4.965 0.854 -0.951
27 C -1.198 -2.528 0.979
28 C -1.220 -1.972 -0.409
29 C -1.596 -2.833 -1.535
30 C -1.790 -2.328 -2.762
31 C -1.549 -0.918 -3.029
32 C -1.788 -0.321 -4.218
33 Br -2.474 -1.337 -5.673
34 C -1.559 1.068 -4.615
35 C -1.239 2.177 -3.914
36 Br -0.939 3.776 -4.857
37 C -1.109 2.323 -2.439
38 O -0.775 3.332 -1.887
39 C -0.882 -0.149 -1.907
40 N -0.943 -0.735 -0.575
41 H -1.205 -3.616 0.978
42 H -2.075 -2.178 1.528
43 H -0.314 -2.169 1.505
44 H -1.772 -3.880 -1.337
45 H -2.143 -2.962 -3.562
46 H -1.663 1.226 -5.681
47 C 0.607 0.043 -2.274
48 N -1.534 1.158 -1.624
49 C -2.985 1.069 -1.715
50 C -3.694 1.009 -0.591
51 C -5.122 0.906 -0.314
52 C -5.235 0.858 1.026
53 C -3.885 0.937 1.582
54 N -2.991 1.022 0.645
55 C 1.448 -1.190 -2.075
56 C 1.973 -1.495 -0.820
57 C 2.748 -2.631 -0.641
58 C 3.006 -3.474 -1.713
59 C 2.496 -3.172 -2.967
60 C 1.723 -2.034 -3.145
61 H 0.981 0.847 -1.657
62 H 0.665 0.352 -3.319
63 H -3.440 1.057 -2.696
64 H -5.903 0.860 -1.052
65 H -6.138 0.780 1.608
66 H -3.611 0.930 2.627
67 H 1.779 -0.836 0.019
68 H 3.156 -2.854 0.336
69 H 3.610 -4.360 -1.573
70 H 2.705 -3.819 -3.808
71 H 1.332 -1.797 -4.128

These are the Mulliken partial charges, in e, on atoms 1 to 2:
1. Os 0.750
2. O -0.699

# 3
Computed, not measured: C32H26Cl3N7OPdS6 as an isolated structure at a distorted geometry, with ωB97M-V/def2-TZVPD.

Summary:
Multiplicity: 1
Energy relative to the best compared isomer or geometry (same formula, charge and spin), kcal/mol: 37.2
Frontier orbital gap, eV: 2.49
HOMO, eV: 0.666
Total charge: -2
F_max, eV/Å: 2.51

Geometry (Å):
1 Pd 0.238 1.875 -0.645
2 C -3.736 4.968 0.929
3 S -3.520 4.785 -0.879
4 C -2.038 3.838 -0.891
5 S -2.111 2.095 -0.872
6 N -0.926 4.494 -0.967
7 N 0.184 3.802 -0.925
8 C 1.367 4.427 -1.096
9 C 2.517 3.671 -1.000
10 C 3.827 4.219 -1.124
11 C 4.921 3.443 -0.913
12 C 4.728 2.079 -0.597
13 C 3.443 1.581 -0.585
14 N 2.350 2.301 -0.784
15 H -4.629 5.566 1.087
16 H -2.863 5.466 1.340
17 H -3.852 3.982 1.366
18 H 1.371 5.495 -1.284
19 H 3.912 5.266 -1.381
20 H 5.921 3.850 -1.000
21 H 5.570 1.432 -0.406
22 H 3.303 0.517 -0.437
23 Cl 3.521 -3.288 -5.687
24 C 2.068 -3.417 -4.757
25 C 0.939 -2.663 -5.111
26 C -0.215 -2.794 -4.371
27 C -0.300 -3.639 -3.268
28 C -1.582 -3.829 -2.484
29 C -1.480 -3.393 -0.979
30 N -0.610 -2.286 -0.692
31 C 0.699 -2.419 -0.330
32 C 1.192 -1.161 -0.181
33 N 0.213 -0.253 -0.444
34 C -0.859 -0.956 -0.734
35 O -2.718 -3.301 -3.129
36 C -2.968 -1.911 -2.945
37 C -3.920 -1.432 -3.990
38 C -3.662 -0.400 -4.858
39 Cl -2.240 0.553 -4.920
40 S -5.010 -0.065 -5.903
41 C -5.913 -1.346 -5.162
42 C -5.210 -1.967 -4.175
43 C 0.846 -4.416 -2.973
44 Cl 0.784 -5.633 -1.731
45 C 2.017 -4.300 -3.694
46 H 0.980 -1.990 -5.950
47 H -1.087 -2.239 -4.681
48 H -1.796 -4.911 -2.459
49 H -1.106 -4.248 -0.410
50 H -2.493 -3.162 -0.642
51 H 1.148 -3.376 -0.174
52 H 2.173 -0.868 0.127
53 H -1.830 -0.533 -0.904
54 H -2.044 -1.329 -2.998
55 H -3.436 -1.758 -1.961
56 H -6.907 -1.547 -5.505
57 H -5.586 -2.785 -3.588
58 H 2.878 -4.896 -3.435
59 S -0.641 2.870 7.718
60 C -0.243 2.394 6.182
61 S -0.880 3.226 4.798
62 C 0.079 2.075 3.705
63 N 0.723 1.230 4.433
64 N 0.571 1.381 5.780
65 C 1.295 0.480 6.565
66 C 2.097 -0.461 5.907
67 C 2.840 -1.376 6.623
68 C 2.807 -1.383 8.010
69 C 2.016 -0.455 8.666
70 C 1.267 0.466 7.960
71 S 0.001 2.267 2.075
72 H 2.118 -0.446 4.829
73 H 3.456 -2.095 6.098
74 H 3.389 -2.101 8.575
75 H 1.979 -0.443 9.748
76 H 0.661 1.178 8.491

These are the Mulliken partial charges, in e, on atoms 1 to 2:
1. Pd 0.424
2. C -0.740

# 4
Computed, not measured: C32H26N11O4Ti as an isolated structure, with ωB97M-V/def2-TZVPD.

Summary:
Multiplicity: 1
Energy relative to the best compared isomer or geometry (same formula, charge and spin), kcal/mol: 0.0
Frontier orbital gap (spin up / spin down), eV: 5.80 / 5.80
HOMO (spin up / spin down), eV: -9.240 / -9.244
Total charge: +1
F_max, eV/Å: 0.49

Geometry (Å):
1 Ti 0.055 0.411 0.051
2 O -4.233 1.552 0.148
3 C -3.205 1.109 -0.556
4 O -2.961 -0.053 -0.778
5 C -2.378 2.216 -1.148
6 C -2.927 3.447 -1.474
7 C -2.148 4.356 -2.167
8 C -0.858 3.991 -2.526
9 C -0.391 2.755 -2.123
10 N -1.119 1.881 -1.425
11 C 0.988 2.272 -2.440
12 O 1.631 3.033 -3.313
13 O 1.438 1.259 -1.952
14 H -4.670 0.792 0.570
15 H -3.945 3.668 -1.190
16 H -2.541 5.326 -2.437
17 H -0.218 4.651 -3.092
18 H 2.513 2.652 -3.456
19 C 0.100 -5.248 0.350
20 C -0.916 -4.637 -0.377
21 C -1.225 -3.304 -0.158
22 C -0.515 -2.559 0.779
23 C 0.474 -3.182 1.530
24 C 0.784 -4.519 1.313
25 N -0.806 -1.177 0.976
26 C -1.800 -0.899 1.895
27 C -2.634 -1.810 2.550
28 C -3.616 -1.339 3.402
29 C -3.787 0.032 3.625
30 C -2.957 0.942 2.997
31 C -1.971 0.468 2.137
32 N -1.061 1.235 1.409
33 N -1.077 2.567 1.668
34 C 0.040 3.106 1.223
35 C 0.326 4.493 1.413
36 C 1.534 4.977 1.045
37 C 2.504 4.101 0.487
38 C 2.171 2.801 0.287
39 N 0.941 2.285 0.589
40 H 0.341 -6.289 0.181
41 H -1.473 -5.204 -1.112
42 H -2.027 -2.822 -0.704
43 H 0.996 -2.615 2.293
44 H 1.557 -4.993 1.905
45 H -2.519 -2.874 2.388
46 H -4.260 -2.048 3.905
47 H -4.556 0.381 4.300
48 H -3.053 2.006 3.159
49 H -0.436 5.101 1.880
50 H 1.778 6.020 1.196
51 H 3.494 4.453 0.234
52 H 2.880 2.105 -0.141
53 N -1.081 -1.106 -2.871
54 C 0.138 -1.578 -2.578
55 N 0.723 -2.378 -3.463
56 C 1.942 -2.801 -3.131
57 N 2.572 -3.614 -3.985
58 N 2.605 -2.474 -1.998
59 C 1.941 -1.671 -1.206
60 N 0.714 -1.180 -1.419
61 C 2.590 -1.282 0.078
62 C 3.741 -1.909 0.519
63 C 4.250 -1.562 1.759
64 C 3.593 -0.605 2.517
65 C 2.455 -0.015 1.998
66 N 1.965 -0.344 0.800
67 H -1.530 -1.501 -3.681
68 H -1.662 -0.691 -2.151
69 H 2.108 -3.909 -4.825
70 H 3.477 -3.974 -3.745
71 H 4.202 -2.660 -0.104
72 H 5.143 -2.041 2.137
73 H 3.952 -0.316 3.494
74 H 1.903 0.741 2.541

These are the Mulliken partial charges, in e, on atoms 1 to 2:
1. Ti -0.928
2. O -0.470

# 5
Computed, not measured: C32H26N4O2SeTi as an isolated structure at a distorted geometry, with ωB97M-V/def2-TZVPD.

Summary:
Multiplicity: 3
Energy relative to the best compared isomer or geometry (same formula, charge and spin), kcal/mol: 0.0
Frontier orbital gap (spin up / spin down), eV: 4.06 / 6.25
HOMO (spin up / spin down), eV: 0.573 / -1.627
Total charge: -2
F_max, eV/Å: 2.67

Geometry (Å):
1 Ti -0.017 -0.510 -0.412
2 C -0.048 -1.122 -4.500
3 C 0.200 -0.391 -3.214
4 O 0.376 -1.132 -2.196
5 C 0.347 0.990 -3.220
6 C 0.961 1.684 -2.133
7 C 1.644 2.999 -2.338
8 N 1.091 1.047 -1.017
9 N 2.144 1.375 -0.140
10 C 2.389 0.318 0.556
11 O 1.729 -0.790 0.456
12 C 3.565 0.353 1.488
13 C 4.339 1.489 1.634
14 C 5.418 1.497 2.512
15 C 5.727 0.361 3.248
16 C 4.951 -0.776 3.101
17 C 3.868 -0.776 2.220
18 H -0.594 -2.044 -4.297
19 H 0.909 -1.383 -4.959
20 H -0.617 -0.507 -5.200
21 H 0.167 1.523 -4.144
22 H 1.516 3.352 -3.362
23 H 2.704 2.900 -2.111
24 H 1.239 3.735 -1.643
25 H 4.071 2.368 1.061
26 H 6.014 2.395 2.629
27 H 6.564 0.368 3.936
28 H 5.178 -1.667 3.675
29 H 3.236 -1.647 2.092
30 C -4.199 -0.941 -2.241
31 C -4.918 -0.044 -1.452
32 C -4.237 0.711 -0.498
33 C -2.857 0.562 -0.345
34 C -2.093 -0.355 -1.098
35 C -2.824 -1.079 -2.054
36 C -2.082 1.364 0.631
37 C -2.450 2.637 1.009
38 C -1.672 3.381 1.910
39 C -0.589 2.726 2.566
40 C 0.160 3.316 3.606
41 C 1.142 2.613 4.293
42 C 1.372 1.278 3.967
43 C 0.651 0.678 2.936
44 C -0.286 1.387 2.173
45 N -0.912 0.768 1.082
46 H -4.712 -1.553 -2.980
47 H -5.994 0.047 -1.561
48 H -4.784 1.395 0.145
49 H -2.309 -1.817 -2.673
50 H -3.339 3.066 0.559
51 H -1.924 4.403 2.175
52 H -0.059 4.347 3.873
53 H 1.713 3.093 5.082
54 H 2.122 0.703 4.504
55 H 0.815 -0.363 2.689
56 Se -0.577 -2.847 0.932
57 C -1.620 -3.845 -0.309
58 C -1.087 -4.317 -1.515
59 C -1.890 -4.999 -2.416
60 N -3.192 -5.259 -2.233
61 C -3.704 -4.790 -1.087
62 C -2.983 -4.098 -0.125
63 H -0.050 -4.121 -1.746
64 H -1.465 -5.356 -3.353
65 H -4.766 -4.971 -0.936
66 H -3.475 -3.725 0.764

These are the natural (NBO) partial charges, in e, on atoms 1 to 2:
1. Ti 1.483
2. C -0.669

# 6
Computed, not measured: C32H27AlCl2NO2P2 as an isolated structure at a distorted geometry, with ωB97M-V/def2-TZVPD.

Summary:
Multiplicity: 1
Frontier orbital gap, eV: 8.23
HOMO, eV: -10.593
Total charge: +1
F_max, eV/Å: 1.21

Geometry (Å):
1 Al 0.013 0.475 -0.347
2 C 0.755 -1.114 -3.058
3 P 1.768 -0.741 -1.565
4 C 1.798 -2.333 -0.686
5 C 2.982 -2.970 -0.335
6 C 2.938 -4.181 0.335
7 C 1.721 -4.755 0.663
8 C 0.539 -4.102 0.348
9 C 0.576 -2.889 -0.311
10 C 3.440 -0.522 -2.241
11 C 3.939 -1.476 -3.128
12 C 5.204 -1.329 -3.662
13 C 5.978 -0.233 -3.309
14 C 5.481 0.721 -2.437
15 C 4.210 0.585 -1.902
16 C -0.683 -0.995 -2.683
17 C -1.778 -1.644 -3.176
18 C -2.906 -1.134 -2.486
19 C -2.446 -0.203 -1.598
20 C -3.204 0.706 -0.684
21 P -2.087 1.215 0.690
22 C -2.711 0.273 2.125
23 C -3.996 0.485 2.618
24 C -4.451 -0.255 3.694
25 C -3.630 -1.199 4.291
26 C -2.355 -1.420 3.797
27 C -1.896 -0.690 2.713
28 C -2.455 2.978 0.975
29 C -3.733 3.515 0.846
30 C -3.933 4.870 1.051
31 C -2.867 5.697 1.368
32 C -1.591 5.169 1.483
33 C -1.386 3.815 1.292
34 N -1.072 -0.107 -1.701
35 H 0.961 -2.116 -3.444
36 H 1.019 -0.373 -3.824
37 H 3.934 -2.529 -0.593
38 H 3.860 -4.677 0.599
39 H 1.692 -5.707 1.170
40 H -0.412 -4.539 0.615
41 H -0.349 -2.380 -0.559
42 H 3.333 -2.331 -3.392
43 H 5.588 -2.061 -4.357
44 H 6.970 -0.122 -3.720
45 H 6.082 1.578 -2.177
46 H 3.811 1.338 -1.234
47 H -1.782 -2.401 -3.936
48 H -3.926 -1.435 -2.622
49 H -4.096 0.197 -0.304
50 H -3.507 1.603 -1.238
51 H -4.640 1.223 2.162
52 H -5.450 -0.094 4.068
53 H -3.983 -1.761 5.142
54 H -1.714 -2.159 4.253
55 H -0.905 -0.876 2.322
56 H -4.571 2.889 0.573
57 H -4.925 5.284 0.953
58 H -3.029 6.754 1.518
59 H -0.754 5.812 1.710
60 H -0.389 3.404 1.367
61 Cl 2.875 3.189 2.156
62 C 2.507 1.470 2.201
63 Cl 3.896 0.478 1.670
64 C 1.454 1.109 1.197
65 O 1.172 1.864 0.235
66 O 0.878 -0.002 1.295
67 H 2.235 1.160 3.212

These are the natural (NBO) partial charges, in e, on atoms 1 to 2:
1. Al 1.697
2. C -0.719